Record 1
{
  "formula": "C8H18N4",
  "method": "ωB97M-V with the def2-TZVPD basis set",
  "symbols": ["C", "C", "C", "C", "C", "C", "C", "C", "N", "N", "N", "N", "H", "H", "H", "H", "H", "H", "H", "H", "H", "H", "H", "H", "H", "H", "H", "H", "H", "H"],
  "xyz": [[-14.483, -0.923, -0.933], [19.939, -0.467, 0.179], [18.674, 0.732, -1.672], [17.877, 0.806, 0.733], [-15.778, -0.456, 1.018], [-13.309, -0.919, 1.078], [-12.190, -0.103, 0.514], [18.877, 0.362, -0.232], [-17.915, 2.515, -0.812], [-17.297, 1.979, -0.094], [-14.382, -0.835, -2.099], [-14.591, -0.901, 0.293], [20.081, -0.686, 1.311], [20.785, -0.009, -0.316], [19.787, -1.484, -0.267], [17.708, 0.361, -2.037], [18.641, 1.748, -1.739], [19.438, 0.332, -2.279], [18.391, 0.694, 1.652], [17.032, 0.132, 0.725], [17.527, 1.877, 0.447], [-15.557, 0.252, 1.876], [-16.416, 0.153, 0.446], [-16.296, -1.341, 1.278], [-12.224, 1.012, 0.692], [-13.548, -0.713, 2.121], [-12.935, -1.935, 0.923], [-12.179, -0.360, -0.625], [-11.231, -0.450, 0.880], [-14.427, -1.371, -3.059]],
  "atomic_forces_ev_per_a": [[-0.5, -0.2, -3.3], [0.9, -1.7, 1.9], [0.1, -2.9, 1.5], [0.5, 2.2, -1.2], [-0.2, 0.9, 1.1], [0.9, -1.5, 0.1], [0.1, 1.3, -2.3], [-2.7, 0.2, -1.4], [-0.1, 0.1, 0.0], [-0.1, 0.3, -0.1], [0.0, -1.2, -2.4], [1.1, 1.5, 2.9], [-0.3, 0.9, -2.0], [1.0, -0.4, 0.0], [0.2, 0.7, -0.3], [-0.1, 0.0, 0.3], [-0.1, 3.0, -0.3], [0.9, -0.4, -0.8], [-0.3, 0.5, 1.5], [-0.5, -0.3, -0.2], [0.4, -1.9, 0.8], [0.3, -1.4, -0.8], [-0.5, 0.3, -1.2], [-0.6, -0.6, 0.9], [-0.2, -1.2, -0.4], [-0.1, -0.2, -0.3], [-0.3, -0.2, 0.8], [0.3, 0.9, 1.8], [0.0, -0.2, 0.2], [0.1, 1.3, 2.9]],
  "total_charge": 2,
  "de_lowest_ev": 0.709,
  "e_lumo_ev": -6.842
}

=====

Record 2
{
  "formula": "C44H41MnN9O5P2S3Se2",
  "method": "ωB97M-V with the def2-TZVPD basis set",
  "symbols": ["Mn", "Se", "P", "C", "C", "C", "C", "C", "C", "C", "C", "C", "C", "C", "C", "C", "C", "N", "N", "N", "P", "Se", "C", "C", "C", "C", "C", "C", "C", "C", "C", "C", "C", "C", "H", "H", "H", "H", "H", "H", "H", "H", "H", "H", "H", "H", "H", "H", "H", "H", "H", "H", "H", "H", "N", "C", "C", "C", "C", "C", "C", "S", "N", "C", "C", "C", "C", "C", "C", "N", "H", "H", "H", "H", "H", "H", "H", "H", "H", "O", "C", "N", "O", "S", "O", "O", "O", "C", "N", "C", "C", "S", "N", "C", "C", "H", "H", "H", "H", "H", "H", "H", "H", "H", "H", "H", "H"],
  "xyz": [[0.328, 1.520, -1.079], [-5.588, -2.236, 0.970], [-3.630, -2.935, 0.584], [-3.789, -4.190, -0.719], [-3.924, -5.559, -0.516], [-4.223, -6.398, -1.581], [-4.410, -5.876, -2.853], [-4.308, -4.506, -3.057], [-4.003, -3.670, -1.999], [-2.847, -3.522, 2.131], [-2.361, -4.787, 2.429], [-1.840, -5.066, 3.687], [-1.792, -4.079, 4.656], [-2.253, -2.802, 4.358], [-2.779, -2.525, 3.111], [-2.463, -1.673, 0.046], [-1.211, -1.523, -0.566], [-0.868, -0.224, -0.375], [-1.841, 0.374, 0.291], [-2.807, -0.467, 0.545], [-0.081, -2.553, -1.514], [1.711, -1.599, -2.051], [-0.969, -3.023, -3.027], [-1.697, -2.010, -3.649], [-2.174, -2.184, -4.938], [-1.942, -3.380, -5.606], [-1.227, -4.395, -4.986], [-0.728, -4.214, -3.705], [0.276, -4.081, -0.588], [1.392, -4.091, 0.248], [1.728, -5.240, 0.944], [0.977, -6.399, 0.785], [-0.125, -6.398, -0.056], [-0.485, -5.236, -0.725], [-3.843, -5.983, 0.471], [-4.318, -7.463, -1.409], [-4.642, -6.532, -3.682], [-4.465, -4.085, -4.043], [-3.937, -2.600, -2.156], [-2.335, -5.563, 1.681], [-1.457, -6.057, 3.896], [-1.388, -4.297, 5.636], [-2.193, -2.013, 5.096], [-3.132, -1.527, 2.880], [-1.846, -1.066, -3.139], [-2.699, -1.371, -5.420], [-2.309, -3.516, -6.616], [-1.037, -5.324, -5.510], [-0.130, -4.991, -3.248], [1.995, -3.195, 0.331], [2.588, -5.236, 1.601], [1.254, -7.303, 1.314], [-0.713, -7.298, -0.188], [-1.344, -5.240, -1.383], [4.595, 2.905, -0.564], [5.465, 2.139, 0.211], [6.741, 2.604, 0.483], [7.619, 1.852, 1.257], [7.223, 0.618, 1.740], [5.947, 0.142, 1.452], [5.060, 0.895, 0.701], [3.432, 0.291, 0.421], [2.787, 1.383, -0.698], [3.353, 2.491, -0.979], [2.641, 3.470, -1.847], [3.311, 4.481, -2.526], [2.560, 5.413, -3.221], [1.180, 5.317, -3.208], [0.599, 4.253, -2.533], [1.319, 3.338, -1.896], [4.778, 3.891, -0.611], [7.043, 3.569, 0.094], [8.608, 2.236, 1.471], [7.895, 0.025, 2.348], [5.628, -0.820, 1.831], [4.391, 4.526, -2.544], [3.053, 6.211, -3.762], [0.553, 6.045, -3.699], [-0.473, 4.125, -2.500], [-1.513, 1.493, -5.125], [-1.022, 1.418, -4.034], [-0.562, 1.317, -2.948], [2.511, 3.521, 1.454], [1.253, 2.943, 1.882], [1.366, 1.963, 2.932], [0.468, 2.409, 0.742], [0.375, 4.058, 2.575], [1.756, 6.579, 3.083], [0.332, 6.297, 3.177], [0.021, 5.859, 4.533], [-0.144, 5.393, 2.135], [0.282, 5.965, 0.487], [-1.583, 5.217, 2.350], [-2.327, 6.448, 2.168], [-2.179, 4.153, 1.559], [2.012, 7.306, 3.860], [1.981, 6.994, 2.104], [2.366, 5.677, 3.227], [0.633, 5.004, 4.847], [-1.025, 5.571, 4.600], [0.213, 6.692, 5.216], [-1.860, 7.252, 2.735], [-3.346, 6.291, 2.536], [-2.367, 6.755, 1.113], [-1.671, 3.208, 1.718], [-2.152, 4.381, 0.482], [-3.221, 4.044, 1.868]],
  "atomic_forces_ev_per_a": [[0.3, -0.5, 0.2], [0.0, -0.1, 0.0], [-0.1, -0.1, 0.1], [0.1, 0.0, -0.1], [-0.1, 0.0, 0.0], [0.0, 0.0, 0.0], [0.0, 0.0, 0.0], [0.0, 0.0, -0.1], [0.1, 0.0, 0.1], [-0.1, 0.0, 0.0], [0.1, 0.0, -0.2], [0.0, 0.0, 0.0], [0.0, 0.0, 0.0], [0.0, 0.0, 0.0], [0.0, 0.0, -0.1], [-0.3, 0.1, -0.1], [0.2, 0.1, 0.1], [-0.2, -0.3, 0.1], [0.1, 0.0, -0.1], [0.0, 0.1, 0.1], [-0.1, 0.0, -0.1], [0.1, 0.1, 0.0], [0.1, 0.1, 0.0], [0.0, 0.0, 0.0], [0.0, 0.0, 0.0], [0.0, 0.0, 0.0], [0.0, 0.0, 0.0], [0.0, 0.0, 0.0], [-0.1, 0.0, 0.0], [-0.1, 0.0, 0.1], [0.0, 0.0, 0.0], [0.0, 0.0, 0.0], [0.0, 0.0, 0.1], [0.0, 0.0, -0.1], [0.0, 0.0, 0.1], [0.0, 0.0, 0.0], [0.0, 0.0, 0.0], [0.0, 0.0, 0.0], [0.0, 0.0, 0.0], [0.0, 0.0, -0.1], [0.0, 0.0, 0.0], [0.0, 0.0, 0.0], [0.0, 0.0, 0.0], [0.0, 0.0, 0.0], [0.0, 0.1, 0.0], [0.0, 0.0, 0.0], [0.0, 0.0, 0.0], [0.0, 0.0, 0.0], [0.0, 0.0, 0.0], [0.0, 0.0, 0.0], [0.0, 0.0, 0.0], [0.0, 0.0, 0.0], [0.0, 0.0, 0.0], [0.0, 0.0, 0.1], [0.0, 0.0, -0.3], [0.0, -0.1, 0.1], [0.0, 0.0, 0.0], [0.0, 0.0, 0.0], [0.0, 0.0, 0.0], [0.0, 0.0, 0.0], [0.0, 0.1, 0.1], [0.0, -0.1, 0.0], [-0.1, 0.2, -0.4], [0.1, -0.1, 0.3], [0.0, 0.1, 0.0], [-0.1, -0.1, 0.0], [-0.2, 0.0, 0.0], [0.1, 0.0, 0.1], [0.1, 0.0, 0.0], [0.2, 0.3, -0.2], [-0.1, 0.0, 0.1], [0.0, 0.0, 0.0], [0.0, 0.0, 0.0], [0.0, 0.0, 0.0], [0.0, 0.0, 0.0], [0.0, 0.0, 0.0], [0.0, 0.0, 0.0], [0.0, 0.0, 0.0], [0.0, 0.0, 0.0], [0.0, 0.0, -0.2], [-0.1, -0.1, 0.1], [-0.1, 0.2, -0.1], [0.0, 0.0, -0.2], [0.1, 0.2, 0.3], [0.1, -0.1, 0.1], [-0.2, 0.2, 0.1], [0.1, -0.4, -0.3], [-0.1, 0.1, 0.0], [0.1, 0.0, 0.1], [0.0, 0.0, 0.0], [-0.1, 0.3, 0.0], [0.1, -0.3, -0.2], [-0.2, 0.0, 0.0], [0.0, 0.0, 0.0], [0.0, 0.0, -0.1], [0.0, 0.0, 0.0], [0.0, 0.0, 0.0], [0.0, 0.0, 0.0], [0.0, 0.0, 0.0], [0.0, 0.0, 0.0], [0.0, 0.0, 0.0], [0.0, 0.0, 0.0], [0.0, 0.0, 0.0], [0.0, 0.0, 0.0], [0.0, 0.0, 0.0], [0.0, 0.0, 0.0], [0.0, 0.0, 0.0]],
  "spin_multiplicity": 6,
  "total_charge": -2,
  "de_lowest_ev": 1.365,
  "s2": 8.75,
  "e_lumo_ev": [3.543, 3.543]
}

=====

Record 3
{
  "formula": "C5H11NO",
  "method": "ωB97M-V with the def2-TZVPD basis set",
  "symbols": ["C", "O", "C", "C", "N", "C", "C", "H", "H", "H", "H", "H", "H", "H", "H", "H", "H", "H"],
  "xyz": [[-1.204, 2.341, -0.844], [-1.120, 0.954, -1.058], [0.160, 0.445, -0.809], [0.568, 0.293, 0.678], [0.782, -1.121, 0.434], [0.564, -2.107, 1.446], [0.203, -1.091, -0.904], [-2.231, 2.641, -1.067], [-0.520, 2.897, -1.505], [-0.974, 2.613, 0.198], [0.910, 0.967, -1.420], [1.478, 0.809, 1.013], [-0.262, 0.546, 1.363], [-0.339, -1.941, 2.060], [1.424, -2.120, 2.123], [0.486, -3.100, 0.997], [-0.805, -1.517, -1.045], [0.880, -1.511, -1.660]],
  "atomic_forces_ev_per_a": [[-0.1, 0.3, 0.0], [-0.1, -0.1, 0.0], [0.2, 0.0, -0.1], [0.0, 0.2, 0.1], [0.2, 0.0, 0.1], [0.0, -0.2, 0.1], [0.0, -0.1, -0.2], [0.2, 0.0, 0.0], [-0.1, -0.1, 0.1], [0.0, -0.1, -0.1], [-0.1, -0.1, 0.0], [-0.2, 0.1, 0.0], [0.1, -0.2, -0.1], [0.0, 0.0, -0.2], [-0.1, -0.1, 0.1], [0.0, 0.1, 0.0], [0.1, 0.1, 0.2], [-0.2, 0.1, 0.0]],
  "smiles": "COC1CN(C)C1",
  "de_lowest_ev": 2.507,
  "e_lumo_ev": 1.092
}

=====

Record 4
{
  "formula": "C4H6N2O",
  "method": "ωB97M-V with the def2-TZVPD basis set",
  "symbols": ["C", "C", "C", "C", "O", "N", "N", "H", "H", "H", "H", "H", "H"],
  "xyz": [[-2.043, -0.021, -0.073], [-0.554, 0.024, -0.031], [0.423, -0.107, -1.000], [1.628, -0.009, -0.263], [2.907, -0.145, -0.666], [1.426, 0.193, 1.022], [0.088, 0.191, 1.145], [-2.473, 0.969, 0.113], [-2.421, -0.712, 0.691], [-2.388, -0.375, -1.046], [0.274, -0.257, -2.062], [3.368, -0.133, 0.190], [-0.307, 0.433, 2.037]],
  "atomic_forces_ev_per_a": [[-0.1, 0.0, -0.1], [0.0, 0.0, 0.1], [0.0, 0.0, 0.1], [-0.1, 0.0, 0.3], [0.0, 0.0, 0.0], [0.0, -0.1, -0.2], [-0.3, 0.1, 0.1], [0.0, -0.2, -0.1], [0.0, 0.1, -0.1], [0.0, 0.1, 0.1], [0.1, 0.0, 0.3], [0.4, 0.0, -0.4], [-0.1, -0.1, -0.1]],
  "smiles": "Cc1cc(O)n[nH]1",
  "de_lowest_ev": 0.916,
  "e_lumo_ev": 0.922
}

=====

Record 5
{
  "formula": "C2H2N4O2",
  "method": "ωB97M-V with the def2-TZVPD basis set",
  "symbols": ["C", "C", "H", "H", "N", "N", "N", "N", "O", "O"],
  "xyz": [[0.983, -0.210, -0.010], [-1.225, -0.145, 0.204], [2.810, 0.113, -0.157], [-2.426, -1.566, -0.608], [1.154, 1.129, -0.081], [0.046, 1.785, 0.048], [-1.085, 1.303, 0.348], [-2.369, -0.585, -0.282], [2.193, -0.804, -0.028], [-0.081, -1.021, 0.566]],
  "atomic_forces_ev_per_a": [[2.7, -1.3, 3.5], [-3.8, -1.7, -1.3], [-2.1, -3.5, 0.3], [0.5, 0.5, 0.8], [-1.2, -4.0, -1.5], [-2.8, 3.3, 1.9], [1.1, -1.6, -0.9], [3.8, 1.1, 1.2], [0.1, 2.8, -0.6], [1.6, 4.3, -3.3]],
  "smiles": "[H]/N=c1/nnnc(O)o1",
  "de_lowest_ev": 5.688,
  "e_lumo_ev": -1.157
}

=====

Record 6
{
  "formula": "C16H36F6O8PtS4",
  "method": "ωB97M-V with the def2-TZVPD basis set",
  "symbols": ["Pt", "C", "O", "O", "C", "F", "F", "F", "C", "C", "H", "H", "H", "H", "H", "H", "C", "O", "O", "C", "F", "F", "F", "C", "C", "H", "H", "H", "H", "H", "H", "C", "S", "O", "C", "H", "H", "H", "H", "H", "H", "C", "S", "O", "C", "H", "H", "H", "H", "H", "H", "C", "S", "O", "C", "H", "H", "H", "H", "H", "H", "C", "S", "O", "C", "H", "H", "H", "H", "H", "H"],
  "xyz": [[0.513, 0.710, -0.424], [-1.877, 0.356, 2.095], [-2.013, -1.047, 2.315], [-1.165, 0.586, 1.034], [-3.296, 0.935, 2.169], [-3.882, 0.702, 3.364], [-3.277, 2.284, 2.059], [-4.105, 0.456, 1.238], [-1.968, -1.503, 3.677], [-2.042, -3.016, 3.663], [-2.171, -3.372, 4.688], [-2.775, -3.448, 2.985], [-1.078, -3.421, 3.336], [-2.763, -1.068, 4.283], [-0.953, -1.208, 3.980], [-1.398, 0.793, 3.008], [-0.699, -0.573, -3.363], [-1.732, -1.425, -2.840], [-0.167, 0.235, -2.474], [0.329, -1.528, -3.957], [1.290, -0.855, -4.618], [0.912, -2.325, -3.023], [-0.230, -2.380, -4.875], [-2.953, -0.728, -2.689], [-4.009, -1.731, -2.269], [-3.676, -2.514, -1.590], [-4.733, -1.212, -1.619], [-4.633, -2.149, -3.059], [-3.315, -0.147, -3.544], [-2.777, -0.023, -1.867], [-1.205, -0.005, -4.165], [-0.181, 4.993, 0.369], [-0.407, 4.012, -1.122], [0.484, 2.816, -1.018], [-2.054, 3.458, -0.798], [-0.566, 4.397, 1.202], [-0.796, 5.891, 0.332], [0.869, 5.199, 0.550], [-2.167, 2.891, 0.118], [-2.321, 2.748, -1.586], [-2.801, 4.253, -0.819], [3.511, 1.647, 3.326], [1.856, 1.260, 2.693], [1.786, 1.587, 1.235], [2.036, -0.509, 2.893], [3.678, 2.721, 3.316], [4.278, 1.165, 2.723], [3.456, 1.294, 4.354], [2.793, -0.850, 2.178], [1.110, -1.030, 2.665], [2.396, -0.821, 3.873], [5.045, 1.513, -1.142], [3.445, 1.761, -1.925], [2.637, 0.642, -1.351], [3.963, 1.337, -3.605], [4.898, 1.522, -0.066], [5.771, 2.240, -1.508], [5.453, 0.531, -1.396], [3.032, 1.405, -4.167], [4.359, 0.328, -3.706], [4.716, 2.081, -3.859], [-1.128, -2.679, -0.081], [0.512, -2.619, 0.662], [1.230, -1.424, 0.084], [1.197, -4.057, -0.171], [-1.771, -3.298, 0.537], [-1.015, -3.089, -1.080], [-1.436, -1.642, -0.172], [0.585, -4.904, 0.141], [2.256, -4.127, 0.068], [1.141, -4.020, -1.261]],
  "atomic_forces_ev_per_a": [[-0.1, -1.2, -0.4], [1.2, -0.1, 1.5], [-0.7, -0.8, 0.4], [-0.6, 0.7, -1.3], [0.1, 0.3, -0.1], [0.0, -0.2, 0.1], [0.0, 0.2, -0.3], [-0.4, -0.1, -0.5], [0.5, 0.0, -1.3], [0.9, -0.2, 0.2], [-0.3, -0.1, -0.1], [-0.4, 0.3, 0.2], [0.0, 0.1, 0.0], [0.2, 0.1, 0.1], [-0.3, 0.1, 0.9], [-0.1, -0.1, 0.3], [-0.8, 0.0, 0.9], [-0.1, -0.2, -1.1], [0.5, 1.1, 0.5], [-0.3, -1.0, -0.6], [0.1, -0.1, 0.3], [-0.1, 0.5, -0.4], [0.3, 0.4, 0.4], [0.1, -0.5, 1.4], [-1.3, 0.6, 1.0], [0.5, -0.1, -0.4], [0.0, 0.1, -0.3], [0.5, -0.2, -0.3], [0.5, -0.2, -0.4], [-0.3, 0.2, 0.0], [0.4, -0.1, -0.5], [-0.5, -0.6, 0.8], [-0.1, 0.6, -0.3], [0.3, 0.5, -0.1], [-1.0, -0.7, -0.3], [0.2, -0.1, 0.0], [0.2, 0.1, -0.3], [0.1, 0.1, -0.3], [0.5, 0.0, 0.4], [0.2, 0.1, -0.2], [0.3, 0.3, 0.0], [-0.4, 0.1, -0.4], [-0.4, 0.2, 1.0], [0.7, 0.1, 0.3], [0.6, -0.8, -0.5], [-0.2, 0.0, 0.0], [0.0, -0.2, 0.1], [0.4, 0.0, 0.0], [-0.2, 0.1, -0.1], [-0.2, 0.3, 0.0], [-0.2, 0.5, 0.2], [0.5, -0.4, -0.3], [0.4, -0.1, 0.3], [-0.1, -0.3, -0.4], [-0.5, -0.1, 0.5], [0.0, 0.4, 0.0], [-0.1, 0.3, 0.3], [-0.3, -0.1, -0.1], [0.2, 0.2, -0.3], [0.0, 0.0, 0.3], [-0.2, 0.1, -0.3], [0.7, -0.1, -0.4], [-0.4, -0.1, -0.3], [0.1, -0.1, 0.0], [0.0, 0.0, -0.4], [-0.1, 0.2, 0.1], [-0.1, 0.0, -0.1], [-0.3, 0.0, 0.3], [0.4, -0.1, 0.3], [-0.1, -0.3, 0.4], [-0.3, 0.5, 0.1]],
  "spin_multiplicity": 3,
  "s2": 2.00,
  "e_lumo_ev": [0.135, 0.132]
}

=====

Number 1: maximum force 3.41 eV Å⁻¹. Number 2: maximum force 0.59 eV Å⁻¹. Number 3: maximum force 0.30 eV Å⁻¹. Number 4: maximum force 0.55 eV Å⁻¹. Number 5: maximum force 5.69 eV Å⁻¹. Number 6: maximum force 1.90 eV Å⁻¹.